{
  "formula": "C7H11BO2",
  "method": "ωB97M-V/def2-TZVPD",
  "species": ["C", "C", "C", "C", "C", "C", "C", "B", "O", "O", "H", "H", "H", "H", "H", "H", "H", "H", "H", "H", "H"],
  "xyz": [[3.340637, 0.258246, -0.064466], [2.110682, 0.559643, 0.397184], [0.792992, -0.165445, 0.218172], [0.905314, -1.630796, 0.192664], [-0.519276, 0.305290, 0.118337], [-0.711925, 1.659885, -0.120342], [-1.696972, 2.315971, -0.642207], [-1.698410, -0.805866, 0.000499], [-2.275759, -1.239664, -1.209940], [-2.284032, -1.162371, 1.172908], [4.123144, 0.914924, 0.114110], [3.590474, -0.701995, -0.425379], [1.970005, 1.622853, 0.901950], [-0.164509, -1.982623, 0.212079], [1.572203, -1.858830, -0.617162], [1.447444, -2.151499, 1.071819], [0.001692, 2.305379, 0.329813], [-1.750935, 3.358618, -0.529794], [-2.460507, 1.885559, -1.169690], [-3.148292, -1.770431, -1.109430], [-3.143961, -1.716848, 1.158872]],
  "forces_ev_per_angstrom": [[-2.59, -0.54, 1.20], [-1.31, 2.89, 0.06], [-0.72, 0.37, 1.11], [0.12, -1.40, 2.06], [2.80, -3.36, -1.07], [0.58, 1.61, 1.46], [-0.48, 0.93, -0.19], [-1.16, 0.71, -0.98], [-1.23, -0.65, 0.74], [-2.10, -1.37, 0.97], [1.33, 1.13, 0.26], [0.11, -0.85, -0.77], [0.45, -2.19, -1.13], [1.68, -0.80, -0.64], [-0.39, -0.81, -1.02], [-0.89, 1.17, -0.88], [0.95, 0.41, 0.43], [0.13, 1.29, -0.17], [-2.02, -1.26, -1.11], [2.42, 1.37, -0.11], [2.33, 1.36, -0.21]],
  "charge": 0,
  "largest_force_ev_per_a": 4.5,
  "homo_energy_ev": -8.01,
  "smiles": "C=C/C(C)=C(\\C=C)B(O)O"
}